No. 1
Density functional theory data (the ωB97M-V functional and the def2-TZVPD basis) for a 2-piece molecular cluster, C21H31BClF3NO3 overall at a distorted geometry.

Results
HOMO-LUMO gap, eV: 7.926

Structure (ORCA input):
```
! wB97M-V def2-TZVPD RIJCOSX def2/J DEFGRID3
* xyz -1 1
C 1.49539 -2.36900 3.65519
O 2.64254 -1.52996 3.41889
C 3.35815 -1.93657 2.20924
C 3.57306 -0.69155 1.18212
C 2.19918 -0.56764 0.34809
C 1.89241 0.89859 -0.21474
C 0.59525 0.95096 -1.19372
B -0.76649 0.31646 -0.53361
Cl -0.76057 -1.47119 -1.09636
O -0.72006 0.64495 0.89605
C -1.93678 1.23087 1.41909
C -2.09511 2.82276 1.46319
C -1.27585 3.55980 2.63083
C -1.19855 2.75985 4.00875
F -0.17709 1.77093 3.92296
F -2.45511 2.21612 4.41994
F -0.77871 3.65936 5.04471
C -2.95464 0.70319 0.23651
C -3.65726 -0.69866 0.53580
C -3.94347 -1.17994 2.00778
C -4.58762 -2.55338 2.35088
C -4.99234 -3.57967 1.23410
C -4.74081 -3.10057 -0.23125
C -4.09109 -1.72361 -0.57701
O -2.08981 0.81505 -0.93514
H 1.75528 -3.44956 3.95418
H 0.76949 -2.42998 2.75894
H 0.88610 -1.94293 4.54195
H 2.64700 -2.67608 1.67012
H 4.31866 -2.51934 2.41646
H 4.42663 -1.00975 0.48232
H 3.86393 0.26940 1.72417
H 1.36510 -0.95038 1.05183
H 2.28868 -1.26706 -0.56999
H 1.74606 1.63219 0.64747
H 2.78586 1.21926 -0.87191
H 0.44490 2.02618 -1.56204
H 0.82716 0.31612 -2.13648
H -2.03412 0.69109 2.42797
H -3.21784 3.03013 1.66144
H -1.87789 3.34144 0.45433
H -0.21337 3.86190 2.34558
H -1.83026 4.54853 2.86823
H -3.74927 1.52483 0.11215
H -3.67790 -0.50921 2.88941
H -4.72344 -2.81918 3.46268
H -5.44632 -4.60312 1.49746
H -5.04336 -3.81767 -1.07270
H -3.91579 -1.41358 -1.65686
C 3.91781 0.84893 -6.36111
C 2.53300 0.25995 -6.11255
C 1.98276 0.59650 -4.72489
C 2.89148 0.04219 -3.66624
N 3.61130 -0.39803 -2.83412
H 4.65800 0.44518 -5.66561
H 4.25736 0.60817 -7.37198
H 3.90505 1.93826 -6.25672
H 2.58211 -0.82649 -6.23833
H 1.84323 0.64077 -6.87181
H 0.98639 0.16508 -4.60009
H 1.90158 1.67912 -4.59554
*
```

No. 2
Density functional theory data (the ωB97M-V functional and the def2-TZVPD basis) for a 17-piece molecular cluster, C30H26Cl64NO3 overall at a distorted geometry.

Results
HOMO-LUMO gap (spin up / spin down), eV: 9.199 / 9.010

Structure (ORCA input):
```
! wB97M-V def2-TZVPD RIJCOSX def2/J DEFGRID3
* xyz 0 2
C 5.66887 0.38775 -0.12935
C 4.57233 1.00062 -1.20348
O 5.02700 1.43924 -2.40989
O 3.11071 1.04445 -0.89750
C 2.63074 -0.35045 -1.06784
C 1.02328 -0.54515 -0.77940
C 0.03888 -0.02040 -1.98039
C 0.55971 -0.38702 -3.49657
C -1.51869 -0.61577 -1.87163
C -2.27884 -0.13845 -0.50192
C -3.93822 -0.17973 -0.69142
C -1.96920 -1.33669 0.62457
N -1.77174 1.14028 0.11528
O -2.81246 1.73789 0.77510
C -1.28393 2.15175 -0.89118
C -2.45157 2.89526 -1.76870
C -0.56042 3.36458 0.00728
C -0.12546 1.62173 -1.92203
H 6.47746 -0.22514 -0.72979
H 5.14417 -0.35988 0.62395
H 6.15825 1.23217 0.54850
H 3.19928 -0.99089 -0.24046
H 2.97674 -0.73696 -2.11685
H 0.85531 -1.70446 -0.60778
H 0.75332 0.04876 0.22038
H -0.41115 -0.46477 -4.17960
H 1.12822 -1.42273 -3.55874
H 1.29510 0.42531 -3.90761
H -1.49122 -1.79792 -2.01810
H -2.09583 -0.11171 -2.77900
H -4.51626 -0.19213 0.32598
H -4.33811 0.63225 -1.43167
H -4.15915 -1.23060 -1.20910
H -1.57844 -0.82792 1.60492
H -2.98205 -1.87824 0.91319
H -1.26104 -2.16746 0.19960
H -1.88110 3.56878 -2.57271
H -3.06137 3.68130 -1.10850
H -3.14460 2.18364 -2.38657
H -0.06467 2.78716 0.92631
H 0.32836 3.88086 -0.56216
H -1.32987 4.15494 0.40227
H 0.90831 2.15045 -1.75460
H -0.47323 1.94260 -3.01844
C -7.11624 -2.33830 -0.38132
Cl -8.59841 -3.32710 -0.37426
Cl -5.71154 -3.37116 -0.01459
Cl -6.90485 -1.59648 -1.98744
Cl -7.25024 -1.05849 0.85098
C 8.00160 2.40811 -4.56757
Cl 7.67728 3.92576 -3.69229
Cl 9.27434 2.68412 -5.78347
Cl 8.54170 1.16147 -3.41484
Cl 6.51304 1.86112 -5.37963
C 3.50158 -1.50301 3.29354
Cl 4.23492 0.11842 3.20541
Cl 2.07015 -1.56575 2.23453
Cl 4.68800 -2.72114 2.76140
Cl 3.01332 -1.84350 4.97287
C 3.20161 -6.16064 5.49524
Cl 1.46530 -5.80119 5.67026
Cl 3.41379 -7.88307 5.09195
Cl 3.88758 -5.15676 4.19282
Cl 4.03969 -5.80146 7.02595
C 3.50160 -8.38720 10.27649
Cl 3.95666 -6.85682 11.06733
Cl 4.80724 -9.57970 10.49487
Cl 2.00036 -9.00966 11.00687
Cl 3.24210 -8.10254 8.53693
C -6.39839 4.00847 -0.25828
Cl -7.88056 3.01968 -0.25122
Cl -4.99370 2.97562 0.10845
Cl -6.18701 4.75030 -1.86440
Cl -6.53239 5.28828 0.97402
C -3.99840 6.61926 -5.21234
Cl -3.54334 8.14965 -4.42151
Cl -2.69276 5.42676 -4.99397
Cl -5.49964 5.99680 -4.48197
Cl -4.25790 6.90392 -6.95191
C -9.99840 -4.35921 -4.08831
Cl -11.23065 -4.02431 -2.84573
Cl -10.77503 -5.10028 -5.51031
Cl -9.21005 -2.83533 -4.56881
Cl -8.77790 -5.47689 -3.42829
C 11.06936 5.64785 -2.46339
Cl 10.49840 3.99993 -2.09875
Cl 12.43581 6.05308 -1.39425
Cl 11.59974 5.73028 -4.16236
Cl 9.74343 6.80804 -2.19820
C -8.73067 8.32761 -5.33867
Cl -7.11523 8.24706 -6.08598
Cl -9.81446 7.16237 -6.13996
Cl -8.60455 7.92770 -3.60697
Cl -9.38834 9.97333 -5.52177
C 11.36935 0.23718 -0.33124
Cl 11.69138 1.63039 0.73170
Cl 11.65825 0.70409 -2.02623
Cl 12.45292 -1.10746 0.10742
Cl 9.67484 -0.27826 -0.13777
C -9.93064 6.53112 3.29302
Cl -11.41095 7.09584 4.10809
Cl -9.13220 5.29701 4.29996
Cl -10.35506 5.82503 1.71317
Cl -8.82441 7.90664 3.05085
C 7.28904 -4.57034 12.49061
Cl 8.22682 -3.06080 12.61896
Cl 6.09914 -4.64466 13.81464
Cl 6.43905 -4.61017 10.92519
Cl 8.39122 -5.96564 12.60361
C -1.11093 -11.46207 11.53831
Cl -2.59310 -12.45086 11.54538
Cl 0.29376 -12.49492 11.90505
Cl -0.89955 -10.72024 9.93219
Cl -1.24493 -10.18226 12.77062
C -4.41096 3.06425 -9.20907
Cl -3.67852 3.98249 -7.86931
Cl -5.26781 4.18424 -10.29805
Cl -3.13333 2.21539 -10.11556
Cl -5.56411 1.87487 -8.55329
C 3.68906 -3.22064 -5.23595
Cl 4.14412 -1.69026 -4.44512
Cl 4.99470 -4.41314 -5.01758
Cl 2.18782 -3.84310 -4.50558
Cl 3.42956 -2.93598 -6.97552
*
```

No. 3
Density functional theory data (the ωB97M-V functional and the def2-TZVPD basis) for C19H16F4N6O2PPdS3 as an isolated structure at a distorted geometry.

Results
HOMO-LUMO gap (spin up / spin down), eV: 5.511 / 4.759

Structure (ORCA input):
```
! wB97M-V def2-TZVPD RIJCOSX def2/J DEFGRID3
* xyz -2 2
Pd 0.64101 0.25114 0.55371
C 5.23340 3.90458 -0.38182
C 4.71397 3.30304 0.90479
O 3.29798 3.48605 0.97495
P 2.30180 2.20244 0.94129
S 2.83009 1.00730 -0.56579
S 0.48196 2.90064 1.02672
O 2.77442 1.43797 2.29663
C 2.07801 1.51824 3.54944
C 2.89273 2.33389 4.52794
H 6.32677 3.86772 -0.40977
H 4.91935 4.94567 -0.46741
H 4.84075 3.35561 -1.23809
H 5.14023 3.80347 1.77726
H 4.96974 2.24409 0.97147
H 1.92542 0.49440 3.89197
H 1.09743 1.96267 3.38912
H 3.88001 1.89468 4.68305
H 2.38299 2.38496 5.49415
H 3.02143 3.35180 4.15613
F -1.91284 2.90608 -2.40875
C -2.76118 3.35389 -1.46219
C -3.17670 4.66678 -1.56487
F -2.66301 5.37532 -2.59138
C -4.09459 5.26682 -0.69538
C -4.51087 4.38533 0.30754
C -4.07659 3.07796 0.41772
F -4.54687 2.35975 1.45780
C -3.19524 2.48408 -0.47219
C -2.79156 1.06074 -0.40016
C -1.62067 0.59186 -0.91718
N -0.61426 0.11369 -1.32093
C -3.64835 0.05584 0.15009
N -4.33903 -0.76550 0.57994
F -5.38902 4.80808 1.24137
C -4.56196 6.63611 -0.82741
C -4.16637 7.49449 -1.89207
N -3.89337 8.24181 -2.73528
C -5.48172 7.23603 0.07802
N -6.23389 7.77801 0.77437
S -0.27423 -1.44114 2.00549
C 0.96259 -1.85266 0.88164
N 2.31242 -2.04837 1.20118
C 3.04186 -2.46532 0.00088
C 1.96046 -2.50995 -1.08828
N 0.73534 -2.57816 -0.29729
H 2.71198 -1.27517 1.71565
H 3.49988 -3.44517 0.15084
H 3.81906 -1.74296 -0.24592
H 2.06192 -3.38131 -1.73389
H 1.98870 -1.60494 -1.70021
H -0.10179 -2.25992 -0.76996
*
```

No. 4
Density functional theory data (the ωB97M-V functional and the def2-TZVPD basis) for one molecule with the formula C3H2N4O at a distorted geometry.

Results
SMILES: N#CCc1nnon1
HOMO-LUMO gap, eV: 11.905

Structure (ORCA input):
```
! wB97M-V def2-TZVPD RIJCOSX def2/J DEFGRID3
* xyz 0 1
N 0.05351 1.98812 2.12820
C 0.18954 1.01172 1.48875
C 0.49923 -0.42508 0.98919
C -0.02690 -0.39287 -0.47328
N -1.39239 -0.38238 -0.86991
N -1.43954 -0.05998 -2.07233
O -0.12029 0.12504 -2.50050
N 0.69899 0.00712 -1.42709
H 0.01698 -1.15749 1.68749
H 1.52088 -0.71418 1.04946
*
```

No. 5
Density functional theory data (the ωB97M-V functional and the def2-TZVPD basis) for a 8-piece molecular cluster, C31H64NO15S7 overall at a distorted geometry.

Results
HOMO-LUMO gap, eV: 10.505

Structure (ORCA input):
```
! wB97M-V def2-TZVPD RIJCOSX def2/J DEFGRID3
* xyz 1 1
C 3.55356 1.20431 -0.35164
C 2.86056 -0.07269 -0.12464
O 3.49456 -1.03069 0.35836
N 1.37756 -0.31669 -0.38764
H 0.74956 0.48431 -0.49364
H 1.19856 -0.66269 -1.40364
C 0.75256 -1.45769 0.34536
H 3.10256 1.57431 0.37336
H 3.51356 1.48631 -1.41264
H 4.46056 1.22131 -0.16664
H -0.23544 -1.57469 -0.11264
H 0.86556 -1.16469 1.55436
H 1.21756 -2.39869 -0.16464
C 2.24556 5.14131 -3.19864
C 2.85956 4.37631 -4.35464
C 2.31756 3.12031 -4.41264
S 0.60556 3.22531 -4.26864
O 0.32256 2.20531 -3.26064
O -0.07044 3.21031 -5.48564
C 0.73056 4.88031 -3.49964
H 2.38256 6.13631 -3.31464
H 2.66356 4.84731 -2.26164
H 3.87256 4.11331 -4.18664
H 2.81056 5.00231 -5.24364
H 2.78156 2.32631 -3.66564
H 2.60156 2.66531 -5.42864
H -0.10944 4.97331 -2.91964
H 0.37156 5.67631 -4.22964
C -0.04644 -3.19669 -4.48164
C 0.60956 -2.16969 -5.34364
C 1.50856 -1.44469 -4.64064
S 2.30856 -2.59869 -3.62564
O 2.34156 -2.02369 -2.23064
O 3.57156 -2.85369 -4.19864
C 1.12656 -3.88169 -3.65664
H -0.54144 -4.07169 -5.06564
H -0.86744 -2.86869 -3.94864
H -0.10944 -1.43869 -5.88864
H 1.01356 -2.66569 -6.30564
H 1.29056 -0.73269 -3.94264
H 2.19856 -1.01469 -5.34264
H 0.66156 -4.17769 -2.75564
H 1.45956 -4.60669 -4.21064
C -4.12044 -1.41369 4.72136
C -4.51544 -2.38969 3.51136
C -3.39544 -2.46669 2.60836
S -2.53844 -0.91169 2.72036
O -2.92644 0.00931 1.69636
O -1.07144 -1.12569 2.89436
C -3.11544 -0.29669 4.18736
H -3.67644 -1.97869 5.67836
H -5.14844 -1.01969 4.95836
H -5.52644 -2.15369 3.04636
H -4.66144 -3.35169 3.90936
H -3.55544 -2.75069 1.63736
H -2.73044 -3.21469 3.06136
H -3.58844 0.62531 3.88136
H -2.23944 0.00531 4.75436
C -4.33244 1.17931 -2.73864
C -3.48644 1.47631 -3.94564
C -2.74744 0.29831 -4.18964
S -2.49544 -0.52369 -2.65764
O -1.13644 -0.47269 -2.17664
O -3.16244 -1.77169 -2.68264
C -3.46544 0.43531 -1.73764
H -5.26844 0.65431 -2.99664
H -4.72144 2.26331 -2.46964
H -2.72544 2.18831 -3.75164
H -4.07044 1.79331 -4.88464
H -1.77344 0.82431 -4.42564
H -3.08044 -0.18969 -4.99164
H -2.95244 1.13031 -1.06864
H -4.00844 -0.11069 -0.86064
C 0.78056 1.18531 5.76136
C 1.84556 0.09331 5.64336
C 2.14156 0.02431 4.29236
S 2.14356 1.60331 3.69436
O 1.31956 1.64831 2.52036
O 3.53456 2.02931 3.62436
C 1.37156 2.49831 5.00836
H 0.59656 1.34431 6.81936
H -0.28344 0.94731 5.13336
H 1.39656 -0.86469 6.14936
H 2.64756 0.30231 6.31036
H 1.25056 -0.33769 3.82236
H 2.89756 -0.58169 4.12636
H 0.45556 2.90831 4.66136
H 1.90856 3.14931 5.58136
C 0.21556 4.72331 1.92136
C -1.29044 4.44531 2.10236
C -1.61344 3.29731 1.38936
S -0.64744 3.31431 -0.02864
O -1.47144 3.65831 -1.14564
O 0.10356 2.04131 -0.12164
C 0.43756 4.66531 0.37436
H 0.69556 3.84631 2.09236
H 0.64556 5.59231 2.13836
H -1.80144 5.22431 1.56336
H -1.52144 4.51731 3.08636
H -2.46744 3.15531 1.15336
H -1.40544 2.41131 2.13536
H 0.04556 5.71131 -0.22064
H 1.56456 4.39231 0.08036
C 2.08656 -6.38569 2.00936
C 1.71556 -5.37969 3.10436
C 0.97756 -4.46369 2.47536
S -0.14644 -5.12969 1.34436
O -0.17344 -4.39569 0.12236
O -1.42444 -5.43369 2.07136
C 0.88056 -6.63769 1.08536
H 2.54256 -7.22069 2.65536
H 2.73856 -5.79469 1.26836
H 2.70056 -4.88669 3.56636
H 1.27456 -5.91369 3.87836
H 1.56756 -3.81069 1.78936
H 0.45856 -3.66769 3.12336
H 1.33556 -6.57969 0.03136
H 0.38456 -7.43269 1.47136
*
```

No. 6
Density functional theory data (the ωB97M-V functional and the def2-TZVPD basis) for a 2-piece molecular cluster, C7H16BFO6PS overall at a distorted geometry.

Results
HOMO-LUMO gap, eV: 6.474

Structure (ORCA input):
```
! wB97M-V def2-TZVPD RIJCOSX def2/J DEFGRID3
* xyz -1 1
C -3.41155 1.62323 3.02392
C -3.81033 0.25406 2.40623
P -2.59007 -0.39786 1.11047
C -1.74783 -1.91667 1.87895
C -1.29167 0.93021 0.81797
C 0.03598 0.50207 0.06282
O 0.13643 1.46825 -0.98746
B -1.29353 1.50210 -1.42186
F -1.69438 2.61960 -2.22083
O -1.95691 1.75831 -0.10507
H -3.02658 2.33816 2.28870
H -4.32277 2.08462 3.44314
H -2.68368 1.48967 3.83478
H -3.80158 -0.49421 3.21704
H -4.81015 0.31375 1.96668
H -1.26622 -2.45953 1.05775
H -2.47802 -2.56526 2.37730
H -0.95741 -1.59532 2.57776
H -0.99845 1.42070 1.76284
H 0.03640 -0.46737 -0.45818
H 0.94034 0.74848 0.64075
H -1.45183 0.40934 -1.91141
C 4.91714 -0.89474 -1.88166
C 4.14152 0.17754 -2.62540
O 3.10038 -0.53047 -3.29788
S 2.64933 -1.79613 -2.40350
O 1.50292 -1.42894 -1.64514
O 2.69459 -2.96359 -3.22380
O 3.92547 -1.80683 -1.40823
H 5.59008 -1.43508 -2.55274
H 5.48435 -0.49114 -1.04595
H 4.75758 0.71441 -3.34266
H 3.68046 0.88864 -1.93532
*
```

No. 7
Density functional theory data (the ωB97M-V functional and the def2-TZVPD basis) for an isolated ion of composition C6H10O and charge -1 at a distorted geometry.

Results
HOMO-LUMO gap (spin up / spin down), eV: 4.345 / 6.486

Structure (ORCA input):
```
! wB97M-V def2-TZVPD RIJCOSX def2/J DEFGRID3
* xyz -1 2
C -1.59947 1.95622 1.46004
C -1.37558 1.24697 0.11471
C 1.81002 -2.56231 -0.60748
C 1.31701 -1.30463 -0.79327
O 2.10776 -0.37260 -1.47706
C 0.01101 -0.84528 -0.43746
C -0.11131 0.47046 0.07788
H -1.62181 1.25735 2.29293
H -0.79708 2.65268 1.67734
H -2.51172 2.55357 1.47012
H -1.48366 2.04445 -0.64077
H -2.24098 0.58654 0.00197
H 2.77034 -2.84997 -1.02109
H 1.16421 -3.30439 -0.15979
H 2.36428 -0.77562 -2.30980
H -0.59472 -1.69653 -0.10548
H 0.79168 0.94310 0.45721
*
```

One value per record, in order, for DFT total energy: -51261.8147, -840584.3804, -89146.0540, -11147.4940, -141210.9997, -43323.3802, -8429.0845 eV.